(1)
15
Properties=species:S:1:pos:R:3:forces:R:3 method="wB97M-V/def2-TZVPD" lumo_ev=0.91 homo_ev=-9.7455 de_lowest_kcal_mol=71.37
C -0.659082 0.667106 -1.396979 -0.006 -0.001 -0.062
C -0.462450 -0.181976 -0.161792 0.292 0.318 -0.056
O -1.508102 -1.117468 0.021685 -0.210 0.316 0.384
C 0.854093 -1.001442 0.028092 0.034 -0.266 -0.045
C 1.144314 -0.209810 1.299586 0.572 -0.458 0.133
O 1.383222 1.073225 0.808327 0.499 -0.300 -0.685
C -0.028670 0.630580 1.100167 1.100 0.800 -0.509
H 0.173262 1.369266 -1.487894 -0.103 -0.074 -0.065
H -0.718990 0.049358 -2.297010 0.020 0.046 0.094
H -1.590745 1.242488 -1.307357 0.145 -0.091 -0.035
H -2.348512 -0.654263 0.127129 0.094 0.027 -0.067
H 0.649294 -2.060288 0.169505 -0.139 0.031 -0.071
H 1.624794 -0.842959 -0.731645 -0.136 -0.090 0.149
H 1.629703 -0.528575 2.210992 0.083 -0.031 -0.005
H -0.142130 1.564760 1.617195 -2.243 -0.227 0.840

---

(2)
62
Properties=species:S:1:pos:R:3:forces:R:3 method="wB97M-V/def2-TZVPD" lumo_ev="-9.11 / -12.87" s_squared=6.027 homo_ev="-17.0277 / -17.0781" charge=+3 multiplicity=5 de_lowest_kcal_mol=0.00
Pt -1.361757 0.853684 1.153469 -0.097 0.032 0.145
C -0.296862 2.516602 3.515648 0.026 0.002 0.014
C -1.080370 3.427377 2.551418 -0.022 0.015 0.039
N -2.227634 2.712883 1.953881 0.046 -0.098 -0.109
C -3.356857 2.479218 2.891088 -0.049 0.020 -0.036
C -4.002732 1.125677 2.634203 -0.023 -0.011 -0.016
N -2.998685 0.064586 2.367854 -0.006 -0.018 0.012
C -2.360526 -0.572519 3.544062 -0.043 0.001 0.003
C -1.395595 0.378290 4.224386 0.058 -0.049 0.036
N -0.509629 1.068024 3.238060 -0.117 0.009 -0.147
H 0.762611 2.743672 3.412786 0.011 -0.016 0.043
H -0.559023 2.720811 4.553006 -0.011 0.000 -0.001
H -1.409486 4.327181 3.075316 -0.017 -0.001 0.001
H -0.442732 3.744459 1.727683 0.000 -0.008 -0.014
H -2.558200 3.235746 1.149756 -0.025 0.083 0.042
H -2.983542 2.568959 3.907350 0.012 -0.009 0.000
H -4.109879 3.258099 2.769522 0.013 0.027 0.025
H -4.645020 0.848320 3.472854 0.006 -0.003 0.006
H -4.631958 1.188312 1.746462 -0.002 -0.020 -0.005
H -3.463311 -0.665605 1.837833 0.009 -0.014 -0.005
H -3.110169 -0.913849 4.262156 -0.018 0.028 -0.009
H -1.830516 -1.451178 3.175405 -0.009 -0.011 -0.001
H -1.930955 1.133468 4.791857 -0.001 -0.006 0.015
H -0.795577 -0.179440 4.943717 0.028 0.025 0.000
H 0.383492 0.593602 3.220556 0.044 0.023 0.070
C 0.741315 1.596586 -3.241333 -0.017 -0.044 0.124
C 0.449391 0.129078 -3.423830 -0.046 0.205 -0.416
C 1.461143 -0.643063 -4.221311 -0.003 -0.019 0.113
C -0.984797 -0.196930 -3.727222 -0.003 -0.041 0.107
Si 0.680205 -0.606977 -1.356601 -0.151 -0.350 0.426
O -0.354451 0.229943 -0.500917 0.450 0.274 -0.223
C 2.506722 -0.136717 -1.062579 0.125 -0.098 -0.147
C 3.625078 -0.867070 -1.593415 -0.044 0.149 0.032
C 4.989139 -0.490485 -1.361173 -0.207 -0.076 -0.075
C 5.263572 0.634214 -0.643232 -0.137 0.153 0.108
C 4.179665 1.389082 -0.136066 -0.003 -0.119 -0.079
C 2.811128 0.988122 -0.349824 0.186 0.053 0.073
C 0.362296 -2.402612 -1.442338 0.049 -0.074 -0.047
C 1.360622 -3.353216 -1.180184 -0.100 -0.024 -0.056
C 1.063664 -4.707489 -1.186353 0.025 0.026 0.022
C -0.228519 -5.131631 -1.464145 -0.002 0.016 0.009
C -1.234293 -4.202250 -1.707829 -0.003 0.013 0.002
C -0.945105 -2.849033 -1.692168 0.024 -0.067 0.031
H 0.574149 2.059594 -4.223973 0.012 0.013 0.006
H 1.774965 1.801580 -2.966553 0.005 -0.005 -0.037
H 0.061569 2.081142 -2.540600 -0.006 -0.019 -0.017
H 1.336423 -0.322949 -5.265768 0.011 -0.022 -0.008
H 1.295329 -1.719691 -4.195306 -0.012 -0.002 -0.006
H 2.491957 -0.407291 -3.953579 -0.009 0.035 -0.033
H -1.213764 0.311588 -4.675207 -0.009 -0.010 0.002
H -1.682270 0.197626 -2.987334 0.016 0.015 -0.010
H -1.153184 -1.259898 -3.880553 0.010 0.008 -0.025
H 3.448657 -1.731209 -2.222424 -0.003 -0.024 0.010
H 5.783590 -1.096508 -1.777705 -0.027 -0.028 -0.004
H 6.281105 0.955139 -0.464505 -0.012 0.021 0.013
H 4.385282 2.293491 0.424771 -0.025 -0.005 0.007
H 2.018967 1.605591 0.057608 0.046 0.036 0.008
H 2.370826 -3.057871 -0.927521 0.032 0.025 -0.006
H 1.839851 -5.429832 -0.972453 -0.012 -0.008 -0.002
H -0.455870 -6.189078 -1.480044 0.001 -0.005 -0.016
H -2.242547 -4.535831 -1.913368 0.002 -0.011 0.012
H -1.746896 -2.141527 -1.865293 0.021 0.010 -0.007